{
  "formula": "C18H40BrClN7O13",
  "method": "wB97M-V/def2-TZVPD",
  "species": ["C", "C", "C", "Br", "C", "Cl", "C", "C", "C", "C", "N", "O", "C", "C", "C", "C", "H", "H", "H", "H", "H", "H", "H", "H", "H", "H", "H", "H", "H", "H", "H", "H", "H", "H", "H", "H", "H", "H", "C", "N", "O", "O", "H", "H", "H", "C", "N", "O", "O", "H", "H", "H", "C", "N", "O", "O", "H", "H", "H", "C", "N", "O", "O", "H", "H", "H", "C", "N", "O", "O", "H", "H", "H", "C", "N", "O", "O", "H", "H", "H"],
  "xyz": [[1.86256, -5.75938, -3.07494], [2.64482, -4.55090, -2.55554], [2.03685, -3.19911, -2.98785], [3.39383, -2.10050, -3.84971], [1.26966, -2.45545, -1.87329], [0.01054, -3.66095, -1.35710], [2.13701, -2.11962, -0.62419], [2.37337, -0.63833, -0.32547], [3.02034, -0.57655, 1.05690], [3.33716, 0.07887, -1.26037], [1.10026, 0.14939, -0.30589], [0.63793, 0.48059, 0.84012], [0.04536, -0.26188, -1.29012], [-1.14852, -0.84191, -0.52878], [-0.46307, 1.03873, -1.98676], [0.56825, -1.19859, -2.37462], [1.10995, -6.02866, -2.34295], [1.32931, -5.53852, -3.99136], [2.50805, -6.62180, -3.18220], [3.62925, -4.60745, -3.00001], [2.73496, -4.57426, -1.47729], [1.31479, -3.41370, -3.76583], [3.11738, -2.56615, -0.76336], [1.70776, -2.60787, 0.23911], [3.16889, 0.44675, 1.37111], [4.00284, -1.03271, 0.95763], [2.47584, -1.15867, 1.78729], [3.47812, 1.08093, -0.86299], [4.30747, -0.39615, -1.28486], [2.95135, 0.20748, -2.25780], [-1.72400, -0.07328, -0.03726], [-0.82792, -1.57146, 0.20476], [-1.75481, -1.38954, -1.24059], [-1.54443, 1.02683, -2.00400], [-0.07400, 1.13593, -2.99308], [-0.12962, 1.87856, -1.39334], [1.19558, -0.66413, -3.07586], [-0.31231, -1.50316, -2.93421], [-1.87567, 2.58492, 1.70418], [-3.11497, 2.74939, 0.89524], [-3.08848, 2.42009, -0.27542], [-4.09133, 3.20558, 1.46435], [-1.09858, 2.15882, 1.07826], [-1.59480, 3.56605, 2.07448], [-2.11489, 1.91975, 2.52808], [7.30075, -3.88122, -2.36003], [6.18853, -4.38323, -1.50685], [5.48271, -3.56050, -0.95575], [6.05719, -5.58801, -1.42875], [7.28871, -2.79835, -2.33650], [8.22611, -4.27658, -1.95269], [7.13174, -4.25583, -3.36487], [-3.83811, 3.51962, 5.72100], [-2.55057, 3.46644, 4.97840], [-2.21972, 4.45226, 4.34768], [-1.90994, 2.43529, 5.04977], [-4.28744, 4.49147, 5.55725], [-4.46930, 2.72518, 5.33374], [-3.61121, 3.36218, 6.77305], [-2.34328, -3.27507, -4.90376], [-1.06027, -3.32555, -5.65733], [-0.73634, -2.34301, -6.29363], [-0.41397, -4.35290, -5.56979], [-2.79884, -2.30605, -5.06939], [-2.97560, -4.07669, -5.27233], [-2.10306, -3.42253, -3.85357], [-4.82430, 5.23217, -0.97754], [-6.06647, 5.70476, -1.64909], [-6.15861, 5.54887, -2.85175], [-6.91195, 6.21672, -0.94124], [-4.17112, 4.80288, -1.72726], [-4.36788, 6.09504, -0.50122], [-5.11073, 4.49142, -0.23936], [-1.27762, 4.86357, 9.75606], [-2.67580, 4.93339, 9.24800], [-3.16991, 3.91070, 8.80255], [-3.23161, 6.00814, 9.30969], [-0.91820, 3.84898, 9.63453], [-0.68719, 5.56487, 9.17464], [-1.29874, 5.15356, 10.80185]],
  "forces_ev_per_angstrom": [[-0.328, 0.150, 0.787], [-0.016, 0.210, -0.679], [-0.569, -0.626, 0.357], [0.077, 0.081, -0.069], [0.805, 0.539, 0.326], [-0.151, -0.134, -0.102], [-0.039, -0.173, -0.904], [0.374, 0.492, 0.639], [0.240, -0.312, -0.339], [-0.278, 0.498, 0.059], [-0.349, -1.580, 0.253], [0.234, 0.463, -0.289], [-0.516, 1.341, -0.304], [0.490, -0.607, -0.001], [0.290, -0.614, 0.347], [-0.346, -0.443, 0.320], [-0.240, -0.142, 0.047], [0.133, -0.075, -0.353], [0.164, -0.116, -0.237], [0.338, 0.043, 0.199], [0.219, -0.130, 0.201], [-0.046, 0.208, -0.354], [0.219, -0.075, 0.038], [-0.192, 0.051, 0.270], [-0.168, 0.172, 0.233], [0.170, -0.085, 0.009], [-0.255, 0.165, 0.278], [0.052, 0.170, 0.101], [0.159, -0.317, -0.149], [-0.005, -0.116, -0.375], [-0.112, 0.205, 0.054], [0.030, -0.045, 0.262], [-0.380, 0.105, -0.128], [-0.204, 0.170, -0.192], [0.088, 0.092, -0.209], [-0.095, 0.333, 0.065], [0.324, 0.070, -0.007], [-0.100, -0.001, -0.286], [0.180, -0.078, -0.210], [0.034, -0.048, 0.080], [-0.081, 0.106, 0.140], [0.124, -0.092, -0.081], [-0.055, -0.065, -0.025], [-0.107, -0.005, 0.113], [-0.008, 0.067, 0.068], [0.019, 0.151, -0.004], [-0.107, -0.044, -0.007], [0.073, -0.107, -0.001], [-0.011, 0.221, 0.007], [-0.053, -0.001, 0.030], [-0.014, -0.082, -0.033], [0.015, -0.074, 0.018], [-0.077, 0.053, 0.053], [-0.079, 0.099, -0.036], [0.070, -0.138, 0.083], [-0.047, 0.119, -0.053], [0.051, 0.018, -0.040], [0.061, -0.058, 0.022], [-0.060, -0.073, -0.154], [-0.083, 0.159, 0.043], [0.101, 0.063, -0.042], [-0.019, -0.194, 0.123], [-0.076, 0.162, -0.019], [0.039, 0.015, -0.049], [0.064, -0.074, 0.045], [0.013, -0.115, -0.010], [0.065, -0.015, -0.147], [-0.066, 0.035, -0.081], [-0.016, 0.039, 0.208], [0.120, -0.071, -0.129], [-0.043, -0.001, -0.041], [-0.069, -0.003, 0.074], [-0.024, 0.040, 0.075], [0.067, -0.147, -0.003], [-0.119, -0.022, -0.051], [0.127, 0.229, 0.193], [0.070, -0.179, -0.023], [-0.053, -0.014, -0.025], [-0.034, 0.070, 0.040], [-0.010, 0.086, -0.017]],
  "spin_multiplicity": 2,
  "homo_lumo_gap_ev": [8.1, 9.4],
  "charge": 0,
  "e_tot_ha": -5104.846175
}